This record from OMol25 describes a 7-piece molecular cluster, C47H38FIN3O30 overall at a distorted geometry. The level of theory is ωB97M-V/def2-TZVPD.

Positions of all 120 atoms, in Å:
C -2.55714 -6.86974 -3.55951
C -2.04910 -5.49964 -3.04637
O -0.98936 -5.49425 -2.48099
N -2.72148 -4.21052 -3.17828
C -2.99607 -3.76552 -4.51304
C -3.40172 -4.66307 -5.70622
O -2.94583 -2.58637 -4.72196
N -3.69749 -3.92641 -2.23060
C -3.20865 -3.69171 -0.87458
C -2.81669 -2.16197 -0.71365
C -1.49092 -1.77193 -1.45404
I -1.87447 0.08001 -2.56654
C -4.95366 -4.66769 -2.34092
C -5.06948 -6.02330 -1.56987
O -4.92569 -6.17254 -0.35666
O -5.39678 -7.02903 -2.30464
C -6.08607 -3.71151 -1.76970
O -6.39342 -3.63931 -0.63399
N -6.84285 -2.88104 -2.74443
C -6.09514 -1.72898 -3.17298
O -5.83039 -0.88225 -2.40889
F -5.75475 -1.64482 -4.48795
H -2.76339 -7.57280 -2.72055
H -3.54425 -6.70940 -4.04592
H -1.84600 -7.37926 -4.23959
H -4.27497 -5.31797 -5.51737
H -2.53076 -5.33980 -5.91068
H -3.53007 -4.07026 -6.63557
H -3.93835 -3.90130 -0.07228
H -2.28011 -4.25673 -0.61591
H -3.65529 -1.56245 -1.11959
H -2.75277 -1.93726 0.38022
H -1.07668 -2.56137 -2.10726
H -0.70391 -1.49950 -0.73426
H -5.26432 -4.86323 -3.39303
H -6.92537 -3.48079 -3.57617
C 1.89419 -0.01494 1.84112
C 2.93267 0.57742 2.43914
C 3.60872 1.76836 1.83631
O 4.54102 2.28703 2.42851
C 3.11835 2.25693 0.55136
C 2.08029 1.66188 -0.04947
C 1.38879 0.48885 0.56691
O 0.44120 -0.00249 -0.01162
O 1.60957 2.08735 -1.23084
O 3.41588 0.13078 3.60988
H 1.39573 -0.87505 2.26742
H 3.62502 3.10679 0.11713
H 0.85818 1.49557 -1.44972
H 4.15916 0.72105 3.83430
C 7.18815 -1.71586 5.19859
C 8.31641 -2.12829 5.78463
C 8.93948 -1.36363 6.90916
O 9.95731 -1.78882 7.42389
C 8.29325 -0.12645 7.33917
C 7.16659 0.28785 6.75083
C 6.52987 -0.49199 5.64431
O 5.49476 -0.08591 5.15116
O 6.55234 1.42034 7.12278
O 8.94571 -3.24768 5.39565
H 6.72680 -2.26094 4.38680
H 8.76224 0.42656 8.14099
H 5.76580 1.49315 6.54902
H 9.72801 -3.32270 5.97454
C 1.15127 -5.31180 5.86962
C 2.18914 -4.71638 6.46416
C 2.86165 -3.52574 5.85842
O 3.79335 -3.00612 6.44918
C 2.36904 -3.03998 4.57367
C 1.33240 -3.63686 3.97443
C 0.64173 -4.81063 4.59240
O -0.30674 -5.30972 4.02186
O 0.86535 -3.20952 2.79147
O 2.68095 -5.15520 7.63601
H 0.65587 -6.17159 6.29897
H 2.87585 -2.18841 4.13850
H 0.11804 -3.80032 2.57147
H 3.42129 -4.55587 7.84818
C -9.60333 0.25570 -5.47072
C -10.51054 1.23368 -5.39687
C -11.48268 1.31707 -4.26284
O -12.27891 2.23941 -4.23147
C -11.43490 0.27824 -3.23972
C -10.52869 -0.70438 -3.31315
C -9.54008 -0.77224 -4.43382
O -8.72667 -1.67347 -4.44814
O -10.46173 -1.67044 -2.39005
O -10.59620 2.19170 -6.33501
H -8.89434 0.18581 -6.28410
H -12.15343 0.34052 -2.43455
H -9.72432 -2.25248 -2.66502
H -11.32584 2.77277 -6.04772
C 7.01235 6.17313 -2.77278
C 5.83736 5.65298 -2.40212
C 5.55307 5.30144 -0.97634
O 4.46325 4.84824 -0.67990
C 6.60888 5.51598 0.00817
C 7.78437 6.03255 -0.36330
C 8.05995 6.40972 -1.78413
O 9.13977 6.89412 -2.07043
O 8.77493 6.23931 0.51809
O 4.85830 5.42246 -3.28760
H 7.22953 6.43351 -3.79934
H 6.39635 5.24127 1.03247
H 9.51041 6.61869 0.00033
H 4.11816 5.04823 -2.77184
C 0.54735 9.37273 0.18335
C -0.16734 8.24733 0.29003
C 0.46122 6.90139 0.11063
O -0.22431 5.90640 0.23595
C 1.88598 6.84637 -0.21489
C 2.59718 7.97229 -0.32430
C 1.97502 9.31549 -0.11813
O 2.66990 10.31174 -0.21077
O 3.90902 7.95541 -0.62463
O -1.47925 8.26778 0.56356
H 0.10558 10.35096 0.31291
H 2.32598 5.86903 -0.35924
H 4.18497 8.89169 -0.64128
H -1.75666 7.33132 0.58791

- LUMO (eV) = -0.6
- gap between HOMO and LUMO (eV) = 4.4022
- total charge = -1
- DFT total energy (Eh) = -4632.82639
- HOMO (eV) = -5.0